[1]
# C42H54BCl2FeN8O4P

A structure of composition C42H54BCl2FeN8O4P (the ωB97M-V functional and the def2-TZVPD basis, the Open Molecules 2025 dataset).

## Properties
HOMO-LUMO gap (alpha / beta) in eV: 7.92 / 7.33
⟨S²⟩: 6.008
ΔE to the lowest compared entry with this formula, charge and spin in kcal/mol: 0.0
Total energy in eV: -133945.660
E_HOMO (alpha / beta) in eV: -7.91 / -7.37
Multiplicity: 5
LUMO (alpha / beta) in eV: 0.0101 / -0.0386

Positions of all 113 atoms, in Å:
Fe (-0.2749, 1.0240, 0.6338)
B (-1.9968, 2.7505, 3.4170)
N (-2.6019, 1.4266, 2.8474)
C (-3.7686, 0.9141, 3.2528)
C (-4.1424, -0.0907, 2.3791)
C (-3.1111, -0.1168, 1.4397)
N (-2.1823, 0.7957, 1.7289)
N (-0.4454, 2.8099, 3.2303)
C (0.3726, 3.4754, 4.0564)
C (1.6387, 3.5157, 3.5027)
C (1.4923, 2.8317, 2.2964)
N (0.2366, 2.4123, 2.1405)
H (-2.5102, 3.6988, 2.8587)
H (-2.2078, 2.7577, 4.6120)
H (-4.2613, 1.3148, 4.1230)
H (-5.0344, -0.6928, 2.4090)
H (-2.9972, -0.7216, 0.5581)
H (-0.0088, 3.8841, 4.9771)
H (2.5225, 3.9763, 3.9073)
H (2.2221, 2.6056, 1.5378)
Cl (0.0560, 1.1380, -4.1955)
C (-1.2702, 0.0219, -4.0400)
C (-0.9665, -1.2624, -3.6261)
C (-1.9518, -2.2197, -3.4794)
C (-3.2635, -1.8719, -3.7591)
C (-3.5528, -0.5863, -4.1655)
Cl (-5.2251, -0.1924, -4.4810)
C (-2.5788, 0.4184, -4.3169)
N (-2.9547, 1.6692, -4.7647)
C (-2.3989, 2.9229, -4.3298)
C (-1.8909, 3.7808, -5.2965)
C (-1.4413, 5.0412, -4.9457)
C (-1.5054, 5.4451, -3.6162)
C (-2.0147, 4.5886, -2.6557)
C (-2.4709, 3.3164, -2.9956)
C (-2.9593, 2.3715, -1.9286)
C (-1.7945, 1.7665, -1.1645)
O (-0.9793, 2.5600, -0.6012)
O (-1.6754, 0.5207, -1.0501)
H (0.0662, -1.4972, -3.4176)
H (-1.7034, -3.2209, -3.1556)
H (-4.0700, -2.5840, -3.6539)
H (-3.9479, 1.7233, -4.9379)
H (-1.8467, 3.4346, -6.3210)
H (-1.0472, 5.7060, -5.7030)
H (-1.1563, 6.4285, -3.3289)
H (-2.0440, 4.8890, -1.6162)
H (-3.5757, 1.5784, -2.3439)
H (-3.5488, 2.9141, -1.1855)
O (0.4518, -0.7745, 1.2418)
P (0.2566, -1.9990, 2.0783)
N (1.4480, -3.0663, 1.6558)
C (1.4239, -4.4799, 2.0576)
C (2.6570, -4.6404, 2.9387)
C (3.6752, -3.7462, 2.2303)
C (2.8417, -2.5690, 1.6981)
N (0.3754, -1.6324, 3.6691)
C (-0.0354, -0.2822, 4.1484)
C (-0.3884, -0.4881, 5.6248)
C (-0.6945, -1.9819, 5.7296)
C (0.3503, -2.5746, 4.7953)
N (-1.1578, -2.7334, 1.7149)
C (-1.4023, -3.0760, 0.2933)
C (-2.6960, -3.8874, 0.3264)
C (-2.6784, -4.5282, 1.7122)
C (-2.1330, -3.4052, 2.5860)
H (1.5119, -5.1190, 1.1723)
H (0.4873, -4.7370, 2.5514)
H (2.9837, -5.6766, 3.0222)
H (2.4518, -4.2607, 3.9408)
H (4.1311, -4.2909, 1.4016)
H (4.4752, -3.4107, 2.8884)
H (3.1666, -2.2591, 0.7041)
H (2.9094, -1.6973, 2.3528)
H (-0.9009, 0.0552, 3.5914)
H (0.7644, 0.4433, 4.0024)
H (-1.2255, 0.1456, 5.9145)
H (0.4626, -0.2417, 6.2628)
H (-1.6984, -2.1922, 5.3520)
H (-0.6131, -2.3691, 6.7451)
H (0.1437, -3.5932, 4.4769)
H (1.3255, -2.5854, 5.2956)
H (-0.5712, -3.6699, -0.1003)
H (-1.4836, -2.1739, -0.3144)
H (-2.7352, -4.6168, -0.4816)
H (-3.5604, -3.2268, 0.2324)
H (-1.9997, -5.3852, 1.7227)
H (-3.6605, -4.8633, 2.0438)
H (-1.6879, -3.7660, 3.5074)
H (-2.9358, -2.7091, 2.8502)
C (5.8650, 2.4125, -5.1252)
C (4.8743, 1.8988, -4.1172)
C (4.7116, 0.5371, -3.9046)
C (3.8040, 0.0520, -2.9745)
C (3.6885, -1.4459, -2.8137)
C (3.0487, 0.9676, -2.2213)
C (2.0929, 0.4420, -1.2419)
O (1.6506, 1.0802, -0.3008)
C (3.1992, 2.3558, -2.4171)
C (2.4005, 3.3947, -1.6752)
C (4.1095, 2.7868, -3.3700)
H (6.2235, 1.6145, -5.7734)
H (6.7288, 2.8521, -4.6225)
H (5.4200, 3.1893, -5.7473)
H (5.3066, -0.1650, -4.4777)
H (4.5284, -1.9315, -3.3078)
H (2.7782, -1.8269, -3.2781)
H (3.6889, -1.7640, -1.7716)
H (1.7849, -0.6091, -1.3497)
H (1.3468, 3.1300, -1.5873)
H (2.4849, 4.3520, -2.1882)
H (2.7820, 3.5178, -0.6612)
H (4.2164, 3.8522, -3.5416)



[2]
# C39H41CaNO2P2

A structure of composition C39H41CaNO2P2 in a non-equilibrium geometry (the ωB97M-V functional and the def2-TZVPD basis, the Open Molecules 2025 dataset).

## Properties
HOMO-LUMO gap in eV: 5.89
Total energy in eV: -83707.613
E_HOMO in eV: -5.76
LUMO in eV: 0.1290

Positions of all 86 atoms, in Å:
Ca (-0.6205, 1.2665, -0.4958)
C (-1.8142, 0.9764, -6.4316)
C (-1.8778, -0.3424, -6.2024)
C (-1.1569, -1.3865, -7.0293)
C (0.2679, -1.0220, -7.4988)
C (1.0794, -0.1917, -6.5495)
C (1.1355, 1.1535, -6.5862)
C (0.2942, 2.0117, -7.4698)
C (-1.1561, 1.5384, -7.6687)
C (1.2402, 0.5970, 0.9004)
H (-2.3098, 1.6932, -5.7873)
H (-2.4988, -0.7260, -5.3963)
H (-1.7217, -1.6671, -7.9344)
H (-1.0824, -2.3144, -6.4419)
H (0.8151, -1.9674, -7.6312)
H (0.2406, -0.5948, -8.5128)
H (1.7490, -0.7748, -5.9304)
H (1.9208, 1.7076, -6.0885)
H (0.7557, 2.1280, -8.4643)
H (0.2738, 3.0184, -7.0300)
H (-1.7294, 2.4140, -8.0028)
H (-1.1952, 0.8417, -8.5219)
H (1.1358, 1.5460, 1.4507)
H (2.2774, 0.3973, 0.6260)
H (0.8687, -0.2201, 1.5239)
P (-1.5363, -0.8167, -2.3329)
P (1.6654, -0.0718, -1.9491)
C (-0.3366, -1.0503, -3.6287)
C (0.9851, -0.7605, -3.4485)
C (-2.4848, -2.3064, -1.9441)
C (-2.9192, -3.1460, -2.9865)
C (-3.7065, -4.2598, -2.6804)
C (-4.0342, -4.5446, -1.3469)
C (-3.5330, -3.7589, -0.2972)
C (-2.7664, -2.6366, -0.5962)
C (-2.7457, 0.5528, -2.6401)
C (-2.2389, 1.8817, -2.7740)
C (-3.1018, 2.9794, -2.6930)
C (-4.4769, 2.7756, -2.5698)
C (-4.9935, 1.4791, -2.4944)
C (-4.1403, 0.3741, -2.5107)
C (3.1677, -1.0593, -1.6260)
C (3.0044, -2.3459, -1.0557)
C (4.1274, -3.1364, -0.7980)
C (5.4105, -2.6628, -1.1077)
C (5.5694, -1.3765, -1.6341)
C (4.4592, -0.5616, -1.8831)
C (2.2184, 1.6487, -2.3186)
C (2.4286, 2.5881, -1.2847)
C (2.8029, 3.8931, -1.5957)
C (3.0346, 4.2716, -2.9249)
C (2.7984, 3.3481, -3.9525)
C (2.3944, 2.0450, -3.6459)
H (-0.6936, -1.4675, -4.5682)
H (1.7458, -1.0309, -4.1815)
H (-2.6608, -2.9112, -4.0212)
H (-4.0551, -4.9072, -3.4861)
H (-4.6660, -5.4008, -1.1143)
H (-3.7301, -4.0178, 0.7494)
H (-2.3780, -1.9999, 0.2050)
H (-1.1628, 2.0571, -2.9423)
H (-2.6859, 3.9927, -2.7226)
H (-5.1485, 3.6277, -2.5218)
H (-6.0693, 1.3244, -2.4051)
H (-4.5510, -0.6409, -2.4236)
H (1.9998, -2.7144, -0.8100)
H (3.9996, -4.1264, -0.3590)
H (6.2864, -3.2880, -0.9203)
H (6.5661, -0.9910, -1.8544)
H (4.5919, 0.4531, -2.2764)
H (2.3065, 2.2821, -0.2437)
H (2.9123, 4.6230, -0.7920)
H (3.3851, 5.2827, -3.1549)
H (2.9256, 3.6563, -4.9916)
H (2.1911, 1.3195, -4.4318)
O (-2.2621, 2.0106, 1.0124)
C (-2.2617, 0.9803, 1.7426)
C (-3.0230, 0.8092, 3.0397)
C (-2.5461, -0.5370, 3.5448)
C (-1.6428, -1.0775, 2.4382)
O (-1.1355, -2.1925, 2.4228)
N (-1.5293, -0.1128, 1.4370)
H (-2.7872, 1.6477, 3.7001)
H (-4.0901, 0.8125, 2.7864)
H (-1.9816, -0.4382, 4.4844)
H (-3.4018, -1.2072, 3.6879)



> Which of these has the highest total energy?

C39H41CaNO2P2



> The lowest total energy belongs to which entry?

C42H54BCl2FeN8O4P